The following is a quantum chemistry calculation of 2 unconnected molecules or ions with the total composition C11H14F3N2O4, from the Open Molecules 2025 dataset.

As for the charge: +1. The LUMO energy is -4.66 eV. The HOMO energy is -13.8 eV. The calculation puts the energy relative to the best compared isomer or geometry (same formula, charge and spin) at 0.0 kJ/mol. The calculation puts the HOMO-LUMO gap at 9.1 eV.

Positions of all 34 atoms, in Å:
O -1.210 3.789 1.057
C -0.230 3.815 0.026
C 0.743 2.630 0.266
C 0.141 1.626 1.184
C 0.373 1.611 2.531
C -0.283 0.627 3.254
N -1.070 -0.241 2.652
N -1.307 -0.309 1.346
C -0.698 0.627 0.661
C -0.972 3.678 -1.299
F -1.879 2.683 -1.233
F -0.150 3.413 -2.316
F -1.640 4.816 -1.552
H -1.508 4.684 1.237
H 0.279 4.768 0.089
H 1.004 2.153 -0.673
H 1.664 3.024 0.674
H 1.007 2.331 3.012
H -0.162 0.547 4.319
H -1.550 -0.934 3.211
H -0.853 0.604 -0.404
C -0.567 -4.160 -2.398
C 0.758 -3.674 -1.869
C 1.088 -4.103 -0.460
O 1.947 -3.037 -0.015
C 1.619 -1.933 -0.717
O 2.021 -0.837 -0.479
O 0.774 -2.235 -1.724
H -0.552 -5.241 -2.527
H -1.378 -3.897 -1.717
H -0.787 -3.698 -3.359
H 1.562 -3.943 -2.558
H 1.606 -5.057 -0.406
H 0.209 -4.130 0.188


The following is a quantum chemistry calculation of 15 unconnected molecules or ions with the total composition C4H39NO15, from the Open Molecules 2025 dataset.

As for the charge: +1. As for the spin multiplicity: 2. The expectation value of S² is 0.7543. The LUMO energy (spin up / spin down) is -3.07 / -8.06 eV. The HOMO energy (spin up / spin down) is -12.6 / -12.6 eV. The calculation puts the energy relative to the best compared isomer or geometry (same formula, charge and spin) at 202.6 kJ/mol. The calculation puts the HOMO-LUMO gap (spin up / spin down) at 9.5 / 4.5 eV.

Positions of all 59 atoms, in Å:
C -1.436 -1.730 1.432
N -1.719 -1.257 0.107
C -1.553 -2.255 -0.890
O -0.391 -1.703 -1.590
C -2.757 -2.373 1.920
C -2.861 -2.368 3.392
H -1.235 -0.823 2.019
H -0.542 -2.381 1.660
H -1.239 -0.372 -0.043
H -1.271 -3.285 -0.654
H -2.418 -2.454 -1.541
H -0.196 -2.341 -2.300
H -3.573 -1.989 1.274
H -3.098 -3.391 1.633
H -3.721 -2.918 3.863
H -2.678 -1.360 3.797
H -2.098 -2.959 3.934
H 5.008 0.456 2.921
H 4.023 0.884 1.681
O 4.107 0.528 2.602
H -0.946 -0.561 -5.028
H 0.459 -0.858 -4.675
O -0.450 -1.203 -4.499
H 2.722 -2.065 -3.486
H 2.385 -2.564 -4.795
O 2.457 -1.704 -4.355
H 0.126 -0.214 4.569
H -0.440 -1.500 4.373
O -0.611 -0.597 4.066
H 0.053 1.446 -3.866
H 1.705 1.498 -4.114
O 0.887 1.917 -3.846
H 2.868 1.812 3.974
H 3.122 3.175 3.871
O 2.389 2.628 4.200
H 2.644 2.510 0.812
H 3.058 1.435 -0.137
O 3.405 1.954 0.602
H -2.975 1.416 0.021
H -1.803 1.476 -0.882
O -2.649 1.919 -0.736
H 0.232 1.117 -1.551
H 0.445 2.393 -0.941
O -0.055 1.583 -0.745
H -1.824 -0.430 -3.321
H -3.013 -0.967 -4.127
O -2.653 -0.154 -3.731
H 2.647 0.359 4.947
H 1.892 1.285 5.769
O 2.186 0.361 5.795
H 0.107 2.455 1.682
H 0.648 3.565 2.501
O 0.820 3.105 1.670
H 3.804 0.631 -1.828
H 3.603 -0.271 -3.003
O 3.244 0.533 -2.608
H -3.359 2.194 -3.174
H -3.578 1.976 -4.697
O -3.904 2.443 -3.924


The following is a quantum chemistry calculation of 7 unconnected molecules or ions with the total composition C19H42BF4N4O9S, from the Open Molecules 2025 dataset.

As for the charge: -1. The LUMO energy is 2.23 eV. The HOMO energy is -5.8 eV. The calculation puts the energy relative to the best compared isomer or geometry (same formula, charge and spin) at 0.0 kJ/mol. The calculation puts the HOMO-LUMO gap at 8.0 eV.

Positions of all 80 atoms, in Å:
C 3.046 1.945 0.334
C 2.428 1.786 -1.133
C 1.013 1.070 -0.927
C 0.036 1.265 -2.150
N -1.325 1.753 -1.797
C -2.046 0.846 -0.895
N -1.952 1.526 0.459
C -1.816 2.764 0.177
O -1.777 3.915 0.022
O -1.653 -0.525 -0.895
B -2.558 -1.357 -1.732
N -1.831 -1.983 -2.973
C -0.701 -2.280 -2.689
S 0.802 -2.697 -2.226
C -3.349 -2.600 -0.980
F -3.043 -3.872 -1.470
F -4.743 -2.407 -1.214
C -3.170 -2.553 0.594
F -1.945 -3.119 0.931
F -4.201 -3.305 1.209
O -3.380 -0.304 -2.357
C -3.608 0.615 -1.252
N -4.232 1.751 -1.944
C -5.158 2.331 -1.276
C -5.529 2.122 0.227
C -6.001 3.430 -2.053
H 2.603 2.872 0.809
H 4.171 1.993 0.309
H 2.774 1.014 0.908
H 3.126 1.182 -1.768
H 2.336 2.800 -1.610
H 0.615 1.462 0.044
H 1.252 -0.033 -0.883
H -0.049 0.355 -2.814
H 0.494 2.067 -2.810
H -1.810 1.855 -2.699
H -3.283 -1.513 1.005
H -4.201 -0.035 -0.555
H -6.155 2.963 0.638
H -6.203 1.209 0.267
H -4.651 1.876 0.883
H -5.869 3.216 -3.143
H -7.065 3.413 -1.706
H -5.488 4.415 -1.855
C 6.053 1.140 3.012
O 6.098 0.634 1.683
H 5.616 2.137 2.991
H 5.435 0.487 3.635
H 7.067 1.197 3.421
H 6.487 -0.247 1.728
C 5.481 5.206 3.438
O 4.616 4.094 3.259
H 6.307 4.905 4.082
H 5.877 5.530 2.472
H 4.937 6.029 3.910
H 3.895 4.382 2.687
C -1.585 -6.081 0.889
O -2.458 -7.190 0.684
H -0.763 -6.398 1.531
H -1.186 -5.743 -0.070
H -2.127 -5.271 1.372
H -3.173 -6.885 0.116
C -0.233 3.404 3.678
O -0.754 2.168 3.218
H -0.015 3.316 4.742
H 0.688 3.644 3.140
H -0.970 4.199 3.526
H -0.940 2.269 2.274
C 0.768 -6.374 -4.520
O 1.683 -5.354 -4.150
H 1.010 -7.278 -3.963
H -0.252 -6.064 -4.279
H 0.851 -6.578 -5.592
H 1.450 -4.565 -4.653
C 3.882 -2.251 1.334
O 3.968 -1.003 0.663
H 2.931 -2.299 1.861
H 3.935 -3.068 0.611
H 4.700 -2.342 2.057
H 4.815 -0.982 0.205


The following is a quantum chemistry calculation of 2 unconnected molecules or ions with the total composition C4H4N2O, from the Open Molecules 2025 dataset.

The LUMO energy is -0.44 eV. The HOMO energy is -11.1 eV. The calculation puts the energy relative to the best compared isomer or geometry (same formula, charge and spin) at 289.1 kJ/mol. The calculation puts the HOMO-LUMO gap at 10.7 eV.

Positions of all 11 atoms, in Å:
C 0.937 -0.670 0.771
C -1.967 0.351 0.476
C 0.714 0.483 -0.099
C 0.336 0.093 -1.555
N 0.994 -1.480 1.581
N -1.621 0.018 1.539
O 0.917 1.578 0.335
H 0.916 -0.777 -1.710
H -0.826 -0.100 -1.596
H 0.638 0.851 -2.109
H -1.038 -0.346 2.367


The following is a quantum chemistry calculation of C5H7N in the gas phase, from the Open Molecules 2025 dataset.

The LUMO energy is 0.89 eV. The HOMO energy is -9.5 eV. The calculation puts the energy relative to the best compared isomer or geometry (same formula, charge and spin) at 187.7 kJ/mol. The calculation puts the HOMO-LUMO gap at 10.4 eV.

Positions of all 13 atoms, in Å:
C -3.271 -0.486 0.494
C -0.034 -0.594 -0.849
C -0.742 -0.057 0.163
C 1.454 -0.246 -1.123
C -0.173 0.747 1.289
N -2.122 -0.321 0.330
H -0.425 -1.300 -1.524
H 1.806 -0.322 -2.141
H 1.996 -0.897 -0.465
H 1.583 0.733 -0.826
H 0.313 0.035 2.025
H -0.964 1.347 1.762
H 0.578 1.362 0.867


The following is a quantum chemistry calculation of a molecular structure, C25H18F3NO5PRhS2, from the Open Molecules 2025 dataset.

The LUMO energy is -0.63 eV. The HOMO energy is -8.0 eV. The calculation puts the energy relative to the best compared isomer or geometry (same formula, charge and spin) at 96.7 kJ/mol. The calculation puts the HOMO-LUMO gap at 7.4 eV.

Positions of all 56 atoms, in Å:
Rh 0.386 -1.312 -1.397
O -3.180 -1.491 -3.245
S -2.217 -1.395 -2.201
O -1.271 -2.526 -2.061
O -1.370 -0.166 -2.183
C -3.076 -1.423 -0.655
C -4.431 -1.700 -0.639
C -5.084 -1.832 0.580
C -4.376 -1.699 1.762
C -3.017 -1.412 1.738
C -2.353 -1.264 0.527
P -0.627 -0.683 0.491
C -0.817 1.119 0.628
C 0.213 1.900 1.159
C 0.078 3.277 1.229
C -1.079 3.888 0.768
C -2.106 3.119 0.243
C -1.978 1.740 0.173
C 0.134 -1.244 2.025
C 0.836 -2.448 2.013
C 1.396 -2.930 3.187
C 1.259 -2.218 4.369
C 0.559 -1.019 4.384
C -0.003 -0.530 3.216
H -4.954 -1.819 -1.578
H -6.144 -2.049 0.601
H -4.880 -1.813 2.713
H -2.477 -1.301 2.669
H 1.126 1.437 1.505
H 0.886 3.870 1.636
H -1.180 4.965 0.819
H -3.009 3.590 -0.121
H -2.784 1.158 -0.248
H 0.960 -2.997 1.089
H 1.947 -3.861 3.173
H 1.704 -2.594 5.281
H 0.456 -0.460 5.304
H -0.542 0.409 3.230
F 5.137 3.213 -0.879
C 4.248 2.224 -0.668
F 4.945 1.162 -0.230
F 3.466 2.626 0.358
C 3.447 1.922 -1.901
C 3.637 2.672 -3.048
C 2.864 2.413 -4.170
C 1.916 1.410 -4.081
N 1.724 0.677 -2.988
C 2.477 0.906 -1.915
S 2.165 -0.128 -0.535
H 4.381 3.455 -3.058
H 2.988 2.979 -5.081
H 1.273 1.174 -4.921
O 1.457 -2.967 -1.058
C 1.600 -3.275 -2.301
O 1.222 -2.504 -3.193
H 2.069 -4.242 -2.514


The following is a quantum chemistry calculation of a molecular structure, C27H39AlBr2F18InLiN2NaO10S2, from the Open Molecules 2025 dataset.

As for the charge: +1. The LUMO energy is -6.30 eV. The HOMO energy is -8.5 eV. The calculation puts the HOMO-LUMO gap at 2.2 eV.

Positions of all 104 atoms, in Å:
C 0.434 0.967 3.963
O 1.075 2.177 3.593
C 0.456 3.314 4.210
C -0.389 4.175 3.214
C -0.580 3.499 1.825
C 0.673 3.707 0.951
In 0.710 2.263 -0.800
C -1.372 2.112 -1.659
C -1.674 3.113 -2.746
N -0.877 3.970 -3.201
C 2.106 3.226 -2.308
C 2.466 2.294 -3.442
O 3.558 2.079 -3.792
O 1.439 1.635 -4.118
C 1.663 0.289 -0.254
F 2.374 -0.164 -1.300
F 2.542 0.561 0.754
C 0.730 -0.812 0.311
F -0.291 -0.211 0.972
F 1.434 -1.490 1.257
C 0.264 -1.842 -0.731
F 1.344 -2.602 -1.019
F -0.076 -1.277 -1.886
C -0.777 -2.855 -0.227
F -0.255 -3.458 0.835
F -0.826 -3.810 -1.177
C -2.242 -2.356 0.007
F -2.489 -1.121 -0.439
F -3.056 -3.168 -0.700
C -2.725 -2.454 1.485
F -1.874 -1.970 2.375
F -2.850 -3.775 1.753
C -4.125 -1.812 1.781
F -4.740 -2.647 2.707
F -4.941 -1.751 0.743
C -4.049 -0.419 2.499
F -3.215 0.383 1.909
F -3.803 -0.554 3.770
F -5.261 0.139 2.414
H -0.573 0.909 3.503
H 1.032 0.106 3.628
H 0.367 0.897 5.063
H 1.283 3.907 4.629
H -0.164 2.979 5.058
H -1.349 4.418 3.701
H 0.167 5.115 3.061
H -0.815 2.439 2.016
H -1.462 3.949 1.336
H 0.632 4.728 0.541
H 1.583 3.541 1.541
H -1.545 1.078 -2.003
H -2.084 2.319 -0.836
H -2.724 3.091 -3.189
H -1.354 4.510 -3.928
H 3.021 3.501 -1.763
H 1.690 4.159 -2.707
H 0.808 1.299 -3.465
Na -6.635 -3.841 2.894
C 1.717 -6.793 -4.334
S 2.156 -7.471 -2.727
O 1.672 -8.873 -2.686
C 0.981 -6.479 -1.782
H 2.307 -7.306 -5.091
H 0.655 -6.956 -4.526
H 1.947 -5.727 -4.355
H -0.033 -6.663 -2.138
H 1.230 -5.420 -1.889
H 1.055 -6.769 -0.733
Br -3.097 0.117 -4.413
C -4.616 0.835 -5.361
C -4.219 1.374 -6.715
Br -3.292 3.103 -6.555
H -5.054 1.602 -4.692
H -5.318 0.010 -5.469
H -5.096 1.578 -7.328
H -3.551 0.710 -7.256
O 3.524 5.176 2.907
S 4.490 5.733 2.007
O 4.507 5.394 0.618
O 5.952 5.512 2.611
C 6.358 4.163 2.917
C 6.662 3.356 1.669
C 4.457 7.492 2.142
H 5.600 3.673 3.531
H 7.260 4.248 3.522
H 5.767 3.203 1.067
H 7.057 2.375 1.936
H 7.389 3.875 1.043
H 4.478 7.768 3.193
H 3.532 7.833 1.680
H 5.312 7.901 1.611
C -5.067 -8.413 0.679
C -6.075 -7.756 1.521
N -6.865 -7.257 2.177
H -5.435 -8.491 -0.343
H -4.146 -7.832 0.684
H -4.861 -9.410 1.062
C 1.705 -3.826 3.162
O 0.958 -4.775 2.866
O 2.838 -3.639 2.618
O 1.422 -2.912 3.980
Li 2.039 -4.281 0.693
Al -5.078 3.449 -4.616
F 3.745 -1.926 -1.803


The following is a quantum chemistry calculation of C4H5Br2NO3 in the gas phase, from the Open Molecules 2025 dataset.

Its structure (SMILES) is O=[N+]([O-])C/C(Br)=C(\Br)CO. The LUMO energy is 0.23 eV. The HOMO energy is -9.6 eV. The calculation puts the energy relative to the best compared isomer or geometry (same formula, charge and spin) at 0.0 kJ/mol. The calculation puts the HOMO-LUMO gap at 9.8 eV.

Positions of all 15 atoms, in Å:
O 0.162 -2.045 -1.292
N -0.102 -2.510 -0.216
O -0.030 -3.667 0.103
C -0.575 -1.598 0.853
C -0.774 -0.067 0.304
Br -2.541 0.465 -0.067
C 0.276 0.696 0.011
Br 2.032 0.080 0.387
C 0.217 2.080 -0.595
O 1.459 2.653 -0.828
H 0.147 -1.607 1.668
H -1.539 -1.967 1.208
H -0.417 2.716 0.044
H -0.263 2.009 -1.579
H 1.947 2.763 -0.001


- Which formula does entry 7 have?
  C27H39AlBr2F18InLiN2NaO10S2